1.
{"formula": "C2H4N4O", "method": "ωB97M-V/def2-TZVPD", "species": ["C", "C", "N", "N", "N", "N", "O", "H", "H", "H", "H"], "xyz": [[0.018045, 0.915224, 0.644822], [0.751680, -0.206970, 0.369278], [-1.124395, 0.270989, -1.867736], [0.584357, -0.861153, -0.854458], [-0.322593, -0.593682, -1.859603], [-0.693677, 1.200955, 1.718206], [1.793014, -0.416053, 1.021366], [1.219998, -1.631534, -0.905619], [-0.190251, -1.345232, -2.560650], [-1.210208, 0.501660, 2.246881], [-0.825970, 2.165796, 2.047512]], "forces_ev_per_a": [[-1.330, 2.924, 2.291], [1.367, -0.638, -1.023], [-0.654, 0.613, 0.070], [1.037, -0.494, 1.918], [-0.138, -0.578, -0.065], [0.270, -0.288, -1.197], [-1.042, -0.501, -0.205], [0.222, -0.481, -0.771], [-0.057, 0.112, -0.472], [0.396, -0.013, 0.182], [-0.071, -0.656, -0.728]], "relative_energy_ev": 5.674, "homo_lumo_gap_ev": 9.0, "multiplicity": 1, "e_tot_ev": -10141.46062, "charge": 0, "homo_ev": -8.441}


2.
{"formula": "C31H27FN6O10SY", "method": "ωB97M-V/def2-TZVPD", "species": ["Y", "O", "C", "O", "C", "O", "C", "C", "O", "O", "H", "H", "H", "H", "H", "N", "C", "S", "N", "N", "C", "C", "C", "C", "C", "C", "C", "C", "C", "C", "C", "C", "N", "H", "H", "H", "H", "H", "H", "H", "H", "H", "H", "H", "C", "C", "C", "C", "C", "C", "C", "F", "C", "C", "C", "O", "C", "C", "N", "C", "C", "O", "O", "H", "H", "H", "H", "H", "H", "H", "H", "H", "H", "H", "O", "N", "O"], "xyz": [[-0.064485, -0.558913, -0.017028], [-0.710687, 1.220051, -3.410242], [0.351164, 0.920215, -2.696384], [0.563876, -0.205772, -2.257921], [1.366052, 2.049606, -2.608993], [1.969917, 2.148597, -1.349877], [1.297237, 3.031172, -0.455699], [-0.195467, 2.738458, -0.229007], [-0.884830, 3.610719, 0.272825], [-0.578785, 1.585252, -0.638578], [-1.432724, 0.575688, -3.145503], [0.879360, 2.983166, -2.908346], [2.152285, 1.814824, -3.335592], [1.398699, 4.068678, -0.797142], [1.799645, 2.927901, 0.506843], [-4.196971, 1.349656, -1.036752], [-3.296814, 0.421232, -0.599405], [-2.592250, -0.635527, -1.769002], [-3.178005, 0.376193, 0.711249], [-2.139304, -0.370077, 1.165980], [-2.178228, -0.694588, 2.410496], [-3.351530, -0.390051, 3.271239], [-3.584353, 0.920399, 3.678953], [-4.657188, 1.207254, 4.506558], [-5.508195, 0.192014, 4.926612], [-5.281797, -1.112526, 4.515702], [-4.201868, -1.403104, 3.692354], [-1.030779, -1.417497, 3.002102], [-0.945251, -1.609126, 4.379007], [0.128690, -2.315268, 4.890282], [1.085448, -2.818033, 4.024373], [0.945358, -2.552818, 2.669757], [-0.073053, -1.863109, 2.173963], [-4.163020, 1.553601, -2.018945], [-4.339970, 2.126073, -0.409164], [-2.922037, 1.703049, 3.330398], [-4.833280, 2.228067, 4.821735], [-6.349380, 0.420395, 5.569691], [-5.946571, -1.906511, 4.832607], [-4.021360, -2.420627, 3.366525], [-1.702925, -1.196995, 5.028616], [0.217786, -2.464853, 5.958982], [1.934049, -3.386858, 4.379158], [1.674367, -2.893944, 1.942227], [5.196775, 0.393797, 5.817570], [5.846857, 0.038225, 4.491313], [6.742115, -1.185839, 4.631574], [7.492039, -1.432871, 3.335626], [6.536229, -1.486815, 2.175717], [6.872529, -2.157672, 1.020671], [5.975572, -2.230520, -0.037837], [6.359488, -2.913583, -1.137864], [4.739806, -1.652590, 0.016605], [4.382526, -0.958363, 1.178441], [3.040607, -0.347866, 1.233007], [2.319523, -0.391846, 0.230131], [2.689170, 0.247010, 2.485593], [3.615780, 0.293532, 3.477989], [4.865942, -0.211976, 3.418155], [5.268639, -0.876480, 2.260164], [1.324862, 0.857769, 2.782878], [1.129473, 1.254077, 3.934372], [0.482342, 0.800368, 1.840712], [5.981568, 0.472595, 6.569988], [4.495271, -0.380301, 6.132239], [4.671086, 1.345879, 5.791766], [6.472285, 0.881495, 4.169721], [6.120596, -2.048638, 4.888836], [7.439514, -1.023013, 5.454678], [8.063257, -2.361521, 3.382518], [8.216352, -0.625963, 3.180468], [7.832308, -2.651382, 0.933173], [4.022044, -1.724589, -0.789865], [3.311239, 0.783520, 4.390882], [1.078995, -2.646185, -0.519753], [0.071728, -3.409601, -0.565827], [-0.988341, -2.809318, -0.327094]], "forces_ev_per_a": [[0.455, 0.380, -0.177], [-0.042, -0.018, 0.044], [-0.030, -0.023, -0.144], [0.225, 0.059, -0.113], [0.053, 0.015, -0.094], [-0.051, -0.023, 0.060], [-0.025, 0.060, -0.014], [0.035, 0.052, -0.094], [0.056, 0.041, 0.005], [-0.040, 0.008, 0.194], [0.021, -0.006, -0.006], [-0.004, -0.018, 0.016], [-0.022, 0.037, 0.032], [-0.009, -0.045, 0.000], [-0.001, 0.004, -0.027], [0.012, 0.037, 0.025], [-0.217, -0.030, -0.008], [0.097, 0.070, 0.141], [0.148, -0.048, -0.112], [-0.483, 0.015, 0.386], [-0.065, -0.206, -0.054], [0.089, 0.183, 0.095], [0.004, -0.002, 0.010], [0.004, 0.009, 0.004], [-0.016, 0.008, 0.006], [-0.011, -0.011, 0.002], [-0.009, -0.007, -0.004], [-0.111, 0.057, 0.002], [0.032, -0.107, -0.049], [0.017, -0.003, -0.007], [0.000, -0.004, -0.039], [0.021, 0.002, 0.033], [-0.103, 0.137, 0.029], [0.017, 0.019, -0.014], [0.001, 0.010, -0.010], [0.002, -0.004, 0.008], [-0.004, 0.004, 0.000], [-0.001, -0.002, 0.001], [-0.003, -0.003, 0.004], [0.007, -0.007, -0.004], [-0.006, -0.007, -0.005], [0.006, -0.007, 0.004], [0.005, 0.000, 0.009], [0.003, -0.015, 0.013], [0.001, 0.011, 0.005], [0.031, -0.008, 0.017], [0.002, 0.030, 0.025], [0.045, 0.001, 0.008], [-0.053, 0.012, -0.036], [-0.015, -0.001, 0.002], [-0.017, 0.007, -0.015], [-0.015, 0.006, -0.009], [0.047, 0.005, 0.040], [0.015, -0.028, -0.018], [-0.001, 0.109, -0.020], [-0.002, -0.203, -0.022], [0.091, 0.205, -0.032], [-0.045, 0.088, -0.005], [-0.008, -0.029, 0.021], [0.010, -0.035, -0.039], [-0.248, -0.694, 0.166], [0.101, 0.257, -0.037], [-0.016, 0.188, -0.132], [0.004, -0.005, 0.003], [-0.012, -0.011, -0.006], [0.000, 0.007, 0.001], [-0.005, -0.010, 0.014], [-0.005, -0.005, -0.006], [-0.002, 0.005, 0.000], [-0.005, 0.001, 0.003], [-0.006, -0.006, 0.003], [0.013, -0.004, -0.003], [-0.008, 0.001, -0.012], [-0.011, -0.016, -0.009], [0.060, -0.145, -0.037], [0.044, -0.020, 0.070], [-0.045, -0.319, -0.086]], "relative_energy_ev": 0.564, "homo_lumo_gap_ev": 6.8, "multiplicity": 1, "e_tot_ev": -76604.81586, "charge": -1, "homo_ev": -4.830}


- Look up the charge of the second one.
  -1


- Look up the charge of the first one.
  0


- Among the records above, which one has the highest charge?
  C2H4N4O